A molecular structure, C40H60GeIrN5O2P3S3, computed with ωB97M-V with the def2-TZVPD basis set.

2S+1: 5
Gap between HOMO and LUMO (spin up / spin down) in eV: 7.01 / 5.25
Total charge: +1
Calculated total energy in eV: -173720.5093
Lowest unoccupied orbital energy (spin up / spin down) in eV: -2.8 / -4.8
ΔE to the lowest compared entry with this formula, charge and spin in kcal/mol: 0.00
Expectation value of S²: 6.019

Positions of all 115 atoms, in Å:
Ir -0.146 0.221 0.198
C 3.509 0.215 3.772
C 2.630 -0.445 2.701
C 3.498 -1.213 1.705
P 1.368 0.736 2.002
C 0.409 1.015 3.531
N -0.815 1.721 3.291
Ge -1.638 1.709 1.583
N -3.321 0.831 1.599
C -3.472 -0.417 0.908
P -1.867 -1.277 0.806
C -2.215 -2.688 -0.333
C -3.158 -2.267 -1.465
C -2.778 -3.936 0.350
C -1.582 -1.821 2.555
C -2.745 -2.484 3.297
C -0.310 -2.651 2.690
C -4.467 1.625 1.665
C -5.714 1.280 1.151
C -6.764 2.192 1.223
C -6.588 3.445 1.781
C -5.352 3.787 2.321
C -4.324 2.871 2.283
N -3.024 3.062 2.870
C -2.877 2.499 4.189
C -3.834 2.583 5.177
C -3.559 2.072 6.441
C -2.327 1.493 6.685
C -1.376 1.371 5.676
C -1.654 1.854 4.399
C -2.475 4.384 2.720
C -2.692 5.418 3.605
C -2.171 6.677 3.330
C -1.445 6.868 2.168
C -1.198 5.818 1.290
C -1.701 4.547 1.567
N -1.466 3.413 0.792
C -0.670 3.621 -0.380
P -0.362 2.066 -1.297
C 1.257 2.465 -2.099
C 1.726 1.399 -3.083
C 1.364 3.863 -2.722
C -1.746 2.017 -2.521
C -1.724 3.123 -3.576
C -3.079 2.027 -1.769
C 2.179 2.351 1.596
C 3.453 2.134 0.775
C 2.391 3.300 2.776
H 4.124 -0.562 4.229
H 2.943 0.691 4.570
H 4.188 0.950 3.343
H 1.991 -1.173 3.206
H 4.096 -0.552 1.079
H 2.904 -1.854 1.064
H 4.185 -1.844 2.271
H 1.036 1.568 4.237
H 0.255 0.018 3.972
H -3.867 -0.299 -0.107
H -4.174 -1.072 1.434
H -1.237 -2.942 -0.745
H -4.195 -2.271 -1.121
H -3.078 -2.984 -2.282
H -2.948 -1.278 -1.874
H -3.720 -3.731 0.860
H -2.079 -4.373 1.060
H -2.977 -4.686 -0.418
H -1.432 -0.845 3.031
H -2.902 -3.514 2.986
H -3.683 -1.938 3.201
H -2.497 -2.498 4.360
H -0.403 -3.613 2.188
H -0.111 -2.843 3.747
H 0.553 -2.165 2.240
H -5.883 0.318 0.689
H -7.730 1.911 0.823
H -7.406 4.151 1.811
H -5.192 4.761 2.766
H -4.789 3.045 4.960
H -4.300 2.138 7.226
H -2.094 1.116 7.672
H -0.431 0.895 5.900
H -3.261 5.238 4.509
H -2.341 7.498 4.013
H -1.048 7.849 1.936
H -0.609 6.006 0.403
H 0.310 4.062 -0.148
H -1.159 4.325 -1.065
H 1.927 2.439 -1.235
H 1.002 1.243 -3.886
H 1.900 0.448 -2.583
H 2.661 1.724 -3.543
H 0.864 3.916 -3.685
H 2.421 4.073 -2.896
H 0.975 4.661 -2.091
H -1.640 1.067 -3.043
H -1.688 4.123 -3.142
H -2.644 3.058 -4.160
H -0.893 3.012 -4.271
H -3.297 3.013 -1.354
H -3.094 1.315 -0.946
H -3.885 1.767 -2.458
H 1.434 2.822 0.951
H 4.280 1.813 1.406
H 3.749 3.073 0.304
H 3.324 1.382 -0.007
H 3.025 2.874 3.551
H 1.441 3.598 3.222
H 2.883 4.206 2.414
S 1.581 -1.936 -5.162
C 1.144 -2.104 -3.557
S 2.176 -2.793 -2.370
S -0.411 -1.591 -3.336
O 1.026 -3.060 -0.073
N 1.550 -2.229 -0.857
O 1.507 -0.924 -0.602